The molecule C5H10N2O2 in a non-equilibrium geometry, computed with the ωB97M-V functional and the def2-TZVPD basis.

Element x y z (Å)
C: -0.593 0.867 -1.505
C: 0.247 -0.212 -0.845
C: -0.295 -1.552 -0.935
O: 0.008 2.153 -1.569
H: 0.702 2.144 -2.237
H: -1.538 0.974 -0.969
H: -0.841 0.531 -2.520
H: 1.304 -0.126 -1.096
H: 0.361 -2.284 -1.396
H: -1.312 -1.613 -1.318
C: 0.017 -0.618 2.197
N: -0.557 -1.682 1.752
C: 0.963 1.420 1.111
N: 0.434 0.303 0.862
O: 0.320 -0.164 3.269
H: -0.475 -1.847 0.313
H: -1.135 -2.207 2.395
H: 1.007 1.822 2.119
H: 1.385 2.092 0.373

Multiplicity: 1
Kohn-Sham gap, eV: 8.68
HOMO, hartree: -0.30633
ΔE to the lowest compared entry with this formula, charge and spin, kcal/mol: 96.68